{"formula": "C29H55Br20N2O", "method": "ωB97M-V/def2-TZVPD", "species": ["C", "C", "C", "O", "C", "N", "C", "C", "C", "C", "C", "N", "H", "H", "H", "H", "H", "H", "H", "H", "H", "H", "H", "H", "H", "H", "H", "Br", "C", "C", "Br", "H", "H", "H", "H", "Br", "C", "C", "Br", "H", "H", "H", "H", "Br", "C", "C", "Br", "H", "H", "H", "H", "Br", "C", "C", "Br", "H", "H", "H", "H", "Br", "C", "C", "Br", "H", "H", "H", "H", "Br", "C", "C", "Br", "H", "H", "H", "H", "Br", "C", "C", "Br", "H", "H", "H", "H", "Br", "C", "C", "Br", "H", "H", "H", "H", "Br", "C", "C", "Br", "H", "H", "H", "H", "Br", "C", "C", "Br", "H", "H", "H", "H"], "positions_angstrom": [[-2.1377, 2.5557, 2.4260], [-2.7747, 1.6727, 1.2187], [-2.9082, 0.1633, 1.7537], [-1.5900, -0.3145, 2.1370], [-1.0887, -1.3357, 1.2673], [-0.5203, -2.4215, 2.1652], [0.8193, -2.9435, 1.6752], [0.8561, -4.4157, 1.3731], [2.1718, -5.0620, 0.9135], [3.2789, -4.0141, 0.7944], [2.9862, -2.5666, 1.1634], [1.8117, -1.9394, 1.6280], [-2.3501, 2.0955, 3.4548], [-0.9999, 2.6741, 2.3226], [-2.6232, 3.5864, 2.3899], [-2.0889, 1.6391, 0.3040], [-3.8118, 2.1075, 1.0072], [-3.4967, -0.5295, 1.0688], [-3.5187, 0.2320, 2.7324], [-0.3098, -0.8725, 0.5730], [-1.8666, -1.8389, 0.6066], [-0.4651, -2.1155, 3.1621], [-1.2301, -3.1840, 2.1610], [-0.0824, -5.0527, 1.4816], [2.3036, -6.1626, 0.6842], [4.3140, -4.3164, 0.4334], [3.8797, -1.8441, 1.0701], [2.6917, 1.1376, 2.4894], [4.5528, 1.5379, 2.9164], [5.3448, 1.8430, 1.6709], [5.7770, 0.2122, 0.6924], [4.9410, 0.6870, 3.4762], [4.5129, 2.4097, 3.5712], [6.3090, 2.2849, 1.9260], [4.8220, 2.4997, 0.9781], [-1.8560, 3.3114, -1.8585], [-3.5877, 3.5293, -2.7250], [-4.6182, 2.6051, -2.1262], [-4.3808, 0.7744, -2.7548], [-3.4313, 3.3694, -3.7915], [-3.8613, 4.5721, -2.5556], [-5.6215, 2.8880, -2.4479], [-4.5864, 2.5727, -1.0379], [-4.1535, -3.0867, -8.0547], [-3.6655, -1.4360, -7.1411], [-2.8520, -1.7158, -5.9030], [-3.9806, -2.3492, -4.4444], [-4.5927, -0.9005, -6.9362], [-3.0788, -0.8721, -7.8677], [-2.3929, -0.7990, -5.5293], [-2.0785, -2.4679, -6.0557], [-1.8573, -7.2517, 2.1895], [-0.7132, -8.3653, 3.3100], [0.7374, -7.9794, 3.1645], [1.4868, -8.6544, 1.4958], [-0.9133, -9.4012, 3.0377], [-1.0575, -8.1896, 4.3301], [1.3383, -8.4383, 3.9510], [0.8992, -6.9011, 3.1722], [6.2041, 1.8662, -2.8162], [6.8992, 0.1678, -3.4719], [5.8372, -0.6121, -4.2057], [4.5879, -1.4490, -2.9633], [7.3060, -0.3627, -2.6110], [7.7142, 0.4359, -4.1457], [6.2821, -1.4391, -4.7608], [5.2461, 0.0001, -4.8861], [-0.2604, 5.8540, 7.0895], [-0.6283, 4.1654, 6.1888], [0.4412, 3.8404, 5.1764], [0.2297, 4.9048, 3.5570], [-1.6237, 4.2480, 5.7526], [-0.6455, 3.4177, 6.9832], [0.3570, 2.8031, 4.8470], [1.4513, 4.0189, 5.5441], [-2.0137, 6.3335, -4.8492], [-1.5209, 7.9834, -3.9345], [-0.7076, 7.7011, -2.6963], [-1.8357, 7.0704, -1.2373], [-2.4461, 8.5213, -3.7291], [-0.9327, 8.5458, -4.6609], [-0.2458, 8.6161, -2.3227], [0.0640, 6.9467, -2.8494], [5.2835, 5.1525, 0.8778], [3.7981, 6.4062, 1.0191], [2.4757, 5.6988, 0.8684], [2.1115, 5.2656, -0.9966], [3.9624, 7.1809, 0.2705], [3.8888, 6.8445, 2.0140], [1.6545, 6.3488, 1.1739], [2.4209, 4.7650, 1.4273], [-9.9465, -4.0982, -4.9403], [-8.8453, -4.3672, -6.5266], [-7.5532, -3.5952, -6.4340], [-7.8345, -1.6988, -6.7869], [-9.4535, -4.0880, -7.3867], [-8.6505, -5.4402, -6.5581], [-6.8521, -3.9251, -7.2015], [-7.0760, -3.6688, -5.4570], [4.2233, -3.4137, 3.2245], [4.5604, -4.4617, 4.8381], [3.4858, -4.2343, 5.8711], [3.7199, -2.5215, 6.7712], [5.5581, -4.1965, 5.1879], [4.5615, -5.5013, 4.5061], [3.5489, -4.9822, 6.6629], [2.4789, -4.2381, 5.4530]], "forces_ev_per_angstrom": [[0.04, 0.04, -0.59], [0.49, -0.86, 1.23], [-1.70, 1.80, 0.92], [-0.49, -1.81, -1.52], [-0.38, 1.81, -0.75], [0.24, -0.66, -0.24], [1.30, -1.87, -0.25], [2.34, 1.19, -0.26], [-0.07, 5.13, 0.53], [-3.67, -0.60, -0.02], [0.01, 0.23, -1.07], [0.09, -5.94, -1.68], [0.18, 0.57, -1.48], [-1.82, -0.20, 0.10], [0.87, -1.29, 0.15], [-1.25, 0.40, 1.24], [1.49, -0.86, -0.04], [1.15, 0.71, 0.59], [0.96, -0.27, -1.43], [-0.57, -1.06, 1.24], [0.73, 0.73, 0.98], [0.12, 0.30, -0.94], [0.83, 0.38, 0.08], [1.35, 1.01, -0.11], [-0.31, 1.65, 0.34], [-1.60, 0.69, 0.58], [-1.59, -1.12, 0.06], [0.09, 0.02, 0.06], [-0.12, 0.23, 0.13], [0.18, -0.19, -0.02], [-0.04, -0.03, 0.00], [-0.04, 0.09, -0.14], [0.06, -0.03, -0.13], [-0.11, -0.04, 0.03], [0.02, -0.21, 0.13], [0.06, 0.02, -0.28], [0.08, 0.20, 0.20], [-0.18, -0.11, -0.20], [0.03, 0.03, 0.13], [-0.07, -0.04, 0.17], [0.03, -0.09, -0.01], [0.12, 0.02, 0.00], [0.06, 0.08, -0.18], [-0.01, 0.08, 0.04], [0.04, -0.04, -0.24], [0.00, 0.18, 0.18], [0.06, -0.14, -0.05], [0.12, -0.11, 0.06], [0.00, -0.06, 0.12], [-0.09, -0.05, -0.07], [-0.17, 0.08, -0.05], [0.00, -0.06, -0.03], [-0.12, 0.18, 0.18], [0.22, -0.24, -0.03], [-0.05, 0.05, 0.06], [0.09, 0.17, -0.02], [0.08, -0.01, -0.09], [-0.12, 0.02, -0.04], [-0.10, -0.13, 0.02], [0.02, -0.07, 0.00], [0.06, 0.31, -0.04], [0.06, -0.27, 0.00], [-0.05, 0.06, -0.03], [-0.13, 0.01, -0.13], [-0.11, -0.08, 0.01], [0.00, 0.10, 0.08], [0.11, -0.02, 0.16], [-0.09, -0.07, -0.10], [0.07, 0.10, 0.31], [-0.09, -0.17, -0.23], [0.17, 0.13, 0.19], [0.19, -0.02, -0.03], [0.05, 0.02, -0.12], [-0.02, 0.08, 0.04], [-0.19, 0.02, 0.02], [-0.07, 0.06, 0.05], [0.10, -0.04, -0.21], [-0.04, 0.12, 0.20], [0.07, 0.01, -0.03], [0.15, -0.10, 0.05], [-0.01, -0.06, 0.11], [-0.07, -0.06, -0.09], [-0.15, 0.08, -0.03], [0.01, 0.27, -0.08], [0.10, 0.01, 0.23], [-0.19, 0.12, -0.18], [0.01, -0.11, 0.05], [-0.07, -0.16, 0.06], [-0.07, -0.07, -0.08], [0.13, -0.02, 0.00], [0.06, 0.15, -0.07], [-0.01, 0.03, -0.10], [-0.06, -0.17, 0.20], [0.07, 0.07, -0.24], [0.08, -0.05, 0.10], [0.15, 0.03, 0.12], [0.05, 0.12, 0.00], [-0.10, 0.02, 0.08], [-0.12, -0.02, -0.12], [0.90, -0.46, 2.14], [0.17, 0.01, 0.01], [0.13, 0.07, 0.31], [-0.11, -0.06, -0.12], [-0.19, -0.05, 0.08], [-0.04, 0.10, 0.03], [0.03, 0.04, -0.12], [0.17, -0.01, -0.04]], "homo_lumo_gap_ev": 8.056, "max_force_ev_per_a": 6.18, "e_homo_ev": -11.11, "total_charge": 1, "energy_ev": -1436833.63918}



{"formula": "C5H9NO2", "method": "ωB97M-V/def2-TZVPD", "species": ["C", "N", "C", "C", "C", "C", "O", "O", "H", "H", "H", "H", "H", "H", "H", "H", "H"], "positions_angstrom": [[2.1061, -0.2793, 0.0242], [0.5097, -0.3421, 0.0943], [-0.0269, 0.4636, -1.0624], [-1.5243, 0.3262, -1.2791], [0.0900, -0.0261, 1.2493], [-1.0716, -0.7082, 1.8425], [-1.7199, -0.2316, 2.7266], [2.4996, -0.4146, -1.1875], [2.3982, -1.1224, 0.6644], [0.5522, 0.0969, -1.9017], [0.2494, 1.5166, -0.9052], [-2.0664, 0.5750, -0.3744], [-1.8506, 1.0363, -2.0299], [-1.7813, -0.6896, -1.5907], [2.3911, 0.6794, 0.5241], [0.5639, 0.8037, 1.7850], [-1.3193, -1.6839, 1.4205]], "forces_ev_per_angstrom": [[2.42, 0.42, -0.99], [-0.65, 0.69, -0.73], [-0.37, -0.34, -0.89], [0.33, -0.32, 0.29], [-0.40, 0.19, 0.66], [-0.43, -0.18, 0.00], [-0.30, 0.49, 0.63], [-0.33, -0.05, 0.03], [-0.35, -0.21, 0.38], [0.17, -0.06, -0.08], [0.06, -0.25, 0.28], [-0.27, -0.01, 0.17], [0.05, 0.03, -0.27], [-0.04, 0.17, 0.03], [-0.35, 0.11, 0.14], [0.43, -0.37, 0.66], [0.03, -0.30, -0.32]], "homo_lumo_gap_ev": 5.577, "relative_energy_ev": 5.795, "max_force_ev_per_a": 2.65, "e_homo_ev": -8.41, "energy_ev": -10910.78061}



{"formula": "C11H19IN", "method": "ωB97M-V/def2-TZVPD", "species": ["C", "C", "C", "C", "C", "C", "C", "C", "C", "C", "C", "N", "I", "H", "H", "H", "H", "H", "H", "H", "H", "H", "H", "H", "H", "H", "H", "H", "H", "H", "H", "H"], "positions_angstrom": [[-1.8774, -3.1919, -0.9813], [-2.0901, -1.8428, -0.9063], [0.6454, 1.8020, -1.6184], [1.9733, 1.4281, -0.8713], [1.0184, 1.5652, 1.5007], [-0.5196, 0.7627, -1.3277], [-0.5537, 1.2592, 1.2423], [1.7610, 0.6605, 0.5183], [-0.3520, 0.2763, 0.1372], [0.9925, -1.4455, 1.4244], [-2.0237, -0.9940, 0.2258], [0.8626, -0.4911, 0.3455], [-3.6323, 0.3076, 0.3873], [-2.0883, -3.6816, -1.9059], [-1.4890, -3.7834, -0.1943], [-2.4645, -1.3659, -1.7121], [0.3560, 2.8868, -1.4079], [0.8905, 1.6616, -2.6418], [2.6214, 0.7305, -1.4788], [2.4445, 2.3231, -0.4203], [1.1406, 2.5827, 1.3466], [1.2582, 1.5117, 2.5874], [-1.5504, 1.2348, -1.6470], [-0.4466, -0.1688, -1.9677], [-1.1301, 1.0336, 2.0573], [-1.0371, 2.1256, 0.8564], [2.7481, 0.3496, 0.9998], [0.7482, -0.9262, 2.2535], [0.2835, -2.3616, 1.4050], [2.0632, -1.7600, 1.3536], [-1.6491, -1.5754, 1.0703], [1.0966, -0.9134, -0.6307]], "forces_ev_per_angstrom": [[-0.20, 2.73, -0.23], [0.69, -3.66, 0.62], [-0.21, -0.17, 1.10], [-0.33, -1.25, 1.82], [-2.16, -0.99, 1.90], [0.45, 0.57, -0.17], [3.89, 0.91, -2.06], [2.24, 1.76, 0.59], [-7.34, -2.27, -1.20], [0.34, -3.69, -1.93], [4.07, 1.40, 1.63], [0.43, -0.40, -4.11], [-0.33, -0.07, 0.36], [0.02, -0.29, -0.45], [0.13, -0.43, 0.87], [-1.18, 1.17, -3.04], [0.24, -1.62, -0.30], [0.03, 0.59, -1.10], [-0.34, 1.27, 0.41], [0.43, -0.38, -1.30], [0.65, 1.90, -0.91], [0.08, -0.76, -0.76], [1.91, -0.97, 1.32], [0.27, 1.04, 0.41], [-1.03, -1.39, 2.21], [-0.17, 0.78, -0.52], [-1.12, 0.18, -1.08], [-0.31, 1.51, 3.14], [1.27, 1.62, -0.57], [-1.02, 0.00, 0.64], [-0.94, 0.52, 0.58], [-0.46, 0.38, 2.13]], "homo_lumo_gap_ev": 9.018, "relative_energy_ev": 2.261, "max_force_ev_per_a": 7.78, "e_homo_ev": -11.92, "total_charge": 1, "energy_ev": -21295.65219}